[1]
This record from the OMol25 dataset describes 13 unconnected molecules or ions with the total composition H26O13 in a non-equilibrium geometry. The level of theory is the ωB97M-V functional and the def2-TZVPD basis.

Summary:
* Kohn-Sham gap: 10.05 eV
* total charge: 0
* 2S+1: 1
* ΔE to the lowest compared entry with this formula, charge and spin: 2.827 eV
* strongest force on any atom: 2.7 eV/Å

Atoms and positions in Å:
O  -2.758  -0.804  0.925
O  -1.487  2.496  0.786
O  1.953  -1.490  2.137
O  -2.763  3.425  -1.140
O  -0.835  -2.854  -0.454
O  -0.623  -0.159  1.969
O  0.688  0.414  -3.396
O  -2.076  -0.089  -2.549
O  2.129  0.874  3.856
O  2.105  -1.818  -1.647
O  0.861  2.721  -0.065
O  1.692  -3.391  0.410
O  2.463  0.711  -0.918
H  0.998  -1.373  2.163
H  -2.440  2.620  0.713
H  2.105  -0.071  -0.486
H  1.230  -2.144  -1.453
H  -1.246  -0.056  1.253
H  1.887  -0.027  4.198
H  -2.698  0.337  -1.962
H  0.219  2.160  -0.501
H  1.990  -3.363  1.340
H  0.611  3.639  -0.155
H  -1.416  0.503  -2.913
H  -3.141  -0.919  1.805
H  2.383  -1.312  1.270
H  2.293  0.594  2.954
H  2.527  1.523  -0.419
H  -3.208  2.698  -1.592
H  -3.284  -1.271  0.274
H  1.323  0.323  -2.709
H  -0.971  -2.305  -1.246
H  -0.135  0.623  2.203
H  -1.639  -2.836  0.072
H  2.772  -2.346  -1.202
H  0.929  0.134  -4.269
H  -1.829  3.244  -1.305
H  0.740  -3.175  0.351
H  -1.347  2.764  1.705

[2]
This record from the OMol25 dataset describes a molecular structure, C3H4Cl2O in a non-equilibrium geometry. The level of theory is the ωB97M-V functional and the def2-TZVPD basis.

Summary:
* Kohn-Sham gap: 10.47 eV
* total charge: 0
* 2S+1: 1
* ΔE to the lowest compared entry with this formula, charge and spin: 3.407 eV
* strongest force on any atom: 7.9 eV/Å

Atoms and positions in Å:
Cl  -0.643  2.260  0.389
Cl  1.355  0.639  1.876
O  -0.157  -0.963  -0.979
C  -0.984  -0.907  0.204
C  0.697  0.090  -0.743
C  0.154  0.664  0.557
H  -0.792  -1.602  0.880
H  0.640  0.691  -1.559
H  1.796  -0.405  -0.777
H  -2.067  -0.467  0.154

[3]
This record from the OMol25 dataset describes a single C2H3F3Si molecule in a non-equilibrium geometry. The level of theory is the ωB97M-V functional and the def2-TZVPD basis.

Summary:
* Kohn-Sham gap (alpha / beta): 6.14 / 9.48 eV
* total charge: 0
* 2S+1: 3
* ΔE to the lowest compared entry with this formula, charge and spin: 7.396 eV
* strongest force on any atom: 11.3 eV/Å

Atoms and positions in Å:
Si  -1.418  0.018  0.096
F  0.677  1.322  1.282
F  1.295  -1.140  -1.236
F  2.730  -0.085  -0.045
C  0.441  0.375  0.300
C  1.441  -0.259  -0.293
H  -2.013  -0.881  1.151
H  -1.317  -0.774  -1.168
H  -1.836  1.424  -0.087

[4]
This record from the OMol25 dataset describes a molecular structure, C50H105GaO15PS in a non-equilibrium geometry. The level of theory is the ωB97M-V functional and the def2-TZVPD basis.

Summary:
* Kohn-Sham gap: 6.25 eV
* total charge: -1
* 2S+1: 1
* strongest force on any atom: 2.2 eV/Å

Atoms and positions in Å:
Ga  4.954  1.392  4.580
S  2.862  -0.407  2.225
P  3.901  1.258  2.478
O  -3.740  -3.842  1.549
O  5.051  1.264  1.220
O  4.975  1.745  -4.993
O  3.065  6.069  -4.431
O  5.381  8.315  -9.029
O  2.839  2.528  2.132
O  -6.472  -1.960  -5.982
O  4.630  -0.001  -1.621
O  -0.494  3.056  5.279
O  -2.894  -2.859  5.741
O  -0.410  3.849  -1.851
O  -7.426  -7.950  -6.824
O  -6.118  -5.249  -3.167
O  -2.075  -3.371  -3.982
O  -2.233  7.731  9.708
C  -0.524  3.141  -4.113
C  -7.207  -10.079  -5.801
C  -0.783  3.006  -2.635
C  0.528  -3.621  5.388
C  4.644  -0.431  5.525
C  5.585  2.569  -4.343
C  -1.118  -3.908  -6.087
C  0.922  2.985  5.457
C  5.050  -1.570  -3.355
C  4.169  6.311  -8.638
C  -1.074  -3.650  -4.603
C  -7.721  -9.124  -6.845
C  2.133  -1.443  7.525
C  -0.652  -4.009  4.442
C  -1.914  7.620  8.545
C  5.871  7.255  -6.962
C  -4.921  -5.857  1.120
C  -2.485  6.534  7.673
C  4.303  -2.264  -0.990
C  5.660  4.007  -4.783
C  2.679  8.107  -3.273
C  5.162  7.386  -8.283
C  -5.876  -1.172  -5.279
C  -0.927  8.565  7.910
C  -1.350  -2.791  3.763
C  -8.616  -9.687  -7.917
C  6.290  2.197  -3.069
C  -4.120  -4.644  0.723
C  -3.810  -4.467  -0.737
C  4.320  -0.295  7.044
C  -4.226  -3.305  5.487
C  0.266  -3.751  -3.923
C  -5.782  -5.465  -4.314
C  3.694  -1.618  7.651
C  -2.400  -2.057  4.674
C  -0.877  1.778  4.746
C  2.599  4.968  5.120
C  2.048  5.812  -2.300
C  4.658  -1.167  -1.956
C  1.322  -2.785  7.656
C  -1.523  1.779  -2.171
C  -5.743  0.277  -5.669
C  1.534  4.309  6.030
C  0.124  -2.742  6.611
C  -4.409  -5.995  -4.631
C  3.957  4.218  4.954
C  -5.241  -1.599  -3.983
C  -6.708  -5.217  -5.468
C  4.181  2.907  5.777
C  2.638  6.609  -3.431
H  1.007  6.098  -2.144
H  -3.850  -6.126  -3.704
H  4.225  -2.102  -3.832
H  -0.960  0.882  -2.436
H  -4.736  -4.384  -1.309
H  -7.658  -4.836  -5.094
H  0.017  4.068  -4.303
H  -8.043  -10.522  -5.257
H  5.566  -1.043  5.415
H  4.105  4.013  3.869
H  3.281  8.373  -2.403
H  -6.207  0.911  -4.911
H  6.702  4.288  -4.955
H  1.877  4.143  7.073
H  1.666  8.497  -3.159
H  -0.791  -3.103  7.119
H  0.083  2.304  -4.463
H  3.128  8.553  -4.161
H  -3.203  -1.651  4.021
H  5.936  -2.206  -3.323
H  -0.267  0.946  5.157
H  -1.638  1.814  -1.089
H  -3.179  5.929  8.256
H  -1.878  -3.108  2.830
H  6.555  8.094  -6.834
H  2.798  5.993  5.520
H  -2.514  1.747  -2.629
H  1.930  -0.979  6.533
H  -4.490  -6.962  -5.132
H  -0.598  9.293  8.650
H  5.144  7.266  -6.148
H  -0.703  1.807  3.650
H  4.987  3.101  6.522
H  -8.083  -10.454  -8.482
H  5.237  -0.038  7.621
H  2.583  2.519  1.206
H  2.145  5.146  4.117
H  -5.069  -5.855  2.200
H  -5.897  -5.834  0.631
H  4.054  -2.526  7.133
H  -5.414  -2.663  -3.829
H  -3.224  -5.313  -1.099
H  3.297  2.462  6.269
H  4.669  5.342  -8.686
H  -6.274  -4.473  -6.138
H  5.276  -0.679  -3.941
H  2.083  4.752  -2.546
H  3.807  -0.964  5.016
H  6.148  1.139  -2.876
H  -4.478  -3.306  4.407
H  3.570  0.498  7.269
H  3.445  -2.827  -1.363
H  -3.875  -5.286  -5.265
H  0.149  -3.541  -2.860
H  0.947  -2.872  8.698
H  1.363  -3.137  4.833
H  3.371  6.282  -7.894
H  0.676  5.022  6.117
H  5.216  4.652  -4.024
H  -4.916  -2.645  6.063
H  -6.612  -10.863  -6.273
H  -0.777  -4.923  -6.298
H  -0.058  8.009  7.552
H  3.920  -1.622  8.743
H  0.957  -3.023  -4.351
H  -0.554  -2.083  3.449
H  0.668  -4.759  -4.040
H  -1.398  9.094  7.080
H  -3.025  6.975  6.833
H  3.734  6.530  -9.613
H  -1.349  -4.670  4.996
H  5.157  -2.931  -0.852
H  4.612  0.990  0.401
H  5.874  2.762  -2.234
H  -6.247  0.443  -6.621
H  -4.359  -4.333  5.891
H  1.772  -0.731  8.300
H  -8.909  -8.890  -8.599
H  -1.909  -1.171  5.140
H  1.111  2.201  6.236
H  -0.488  -3.187  -6.609
H  -6.889  -6.152  -6.006
H  -5.684  -1.048  -3.151
H  -0.215  -4.635  3.626
H  -3.230  -3.555  -0.874
H  5.105  4.131  -5.713
H  -4.384  -6.764  0.839
H  6.445  6.327  -6.939
H  -1.684  5.890  7.305
H  -0.040  -1.679  6.333
H  -4.165  -1.421  -4.021
H  -6.578  -9.538  -5.095
H  4.779  4.927  5.212
H  -1.470  3.169  -4.656
H  -9.514  -10.113  -7.467
H  7.360  2.399  -3.161
H  -1.937  1.554  4.973
H  -2.143  -3.800  -6.442
H  1.997  -3.625  7.397
H  2.623  5.981  -1.388
H  1.470  2.628  4.553
H  -4.689  0.538  -5.779
H  6.511  1.667  4.355
H  0.948  -4.570  5.795
H  4.044  -1.822  -0.028

[5]
This record from the OMol25 dataset describes 11 unconnected molecules or ions with the total composition C5H32NO11S in a non-equilibrium geometry. The level of theory is the ωB97M-V functional and the def2-TZVPD basis.

Summary:
* Kohn-Sham gap: 6.60 eV
* total charge: -1
* 2S+1: 1
* ΔE to the lowest compared entry with this formula, charge and spin: 4.285 eV
* strongest force on any atom: 2.3 eV/Å

Atoms and positions in Å:
S  -0.976  0.015  4.162
O  2.252  3.171  -2.239
O  3.959  0.012  1.837
O  0.758  1.335  -3.256
O  -2.190  -2.513  2.594
O  3.115  -2.225  -0.667
O  3.054  0.278  -1.782
O  0.042  -4.034  -0.966
O  -3.485  1.853  -2.544
O  2.148  2.766  0.855
O  -1.220  -4.668  1.359
O  -4.118  -0.051  -0.132
N  -0.423  1.557  -1.184
C  -0.484  1.449  3.082
C  -0.383  0.992  -2.611
C  -0.948  0.291  0.873
C  -1.167  1.542  1.702
C  0.119  0.570  -0.175
H  -1.919  -4.891  0.731
H  -1.294  1.264  -3.144
H  2.209  0.651  -2.099
H  -3.848  1.015  -2.199
H  3.747  0.373  -2.467
H  3.487  -2.821  -1.323
H  1.592  3.759  -1.887
H  4.413  -0.158  1.016
H  -0.746  -0.678  1.429
H  -1.860  -0.063  0.413
H  0.233  -0.488  -0.562
H  2.561  3.084  0.010
H  2.677  2.003  1.102
H  0.174  -3.336  -1.634
H  -1.608  -1.024  3.373
H  2.977  -1.434  -1.265
H  1.734  2.608  -2.968
H  0.565  -4.730  -1.424
H  -3.083  -2.494  2.222
H  3.166  -0.490  1.984
H  -4.722  -0.021  0.612
H  -0.678  2.408  1.270
H  -0.509  -4.322  0.793
H  -0.628  2.289  3.733
H  -2.238  1.747  1.740
H  -0.457  -0.148  -2.533
H  -3.376  0.540  0.054
H  -1.878  -3.399  2.280
H  0.556  1.286  2.893
H  1.085  1.105  0.135
H  -2.690  1.727  -1.959
H  0.305  2.299  -1.234

[6]
This record from the OMol25 dataset describes a molecular structure, C38H31BrN2O3Ti. The level of theory is the ωB97M-V functional and the def2-TZVPD basis.

Summary:
* Kohn-Sham gap: 6.82 eV
* total charge: +2
* 2S+1: 1
* ΔE to the lowest compared entry with this formula, charge and spin: 0.043 eV
* strongest force on any atom: 0.3 eV/Å

Atoms and positions in Å:
Br  1.526  -2.242  2.786
Ti  0.670  -0.359  0.594
O  -0.401  -1.606  0.116
O  6.585  -1.250  2.255
O  0.790  0.859  -0.640
N  -0.877  0.684  1.481
N  2.741  -0.575  1.017
C  -0.875  2.030  1.318
C  4.244  3.882  -0.596
C  3.875  2.733  -2.673
C  -4.705  -3.101  -1.298
C  2.595  2.402  -2.264
C  -1.944  -1.468  1.976
C  -4.884  -1.945  -2.042
C  -1.154  -3.688  1.014
C  -2.897  -1.014  -1.061
C  -1.023  1.939  -2.370
C  5.367  -1.000  1.818
C  4.314  -1.656  2.479
C  -0.332  2.803  -1.533
C  -3.185  0.727  2.020
C  -3.622  -3.219  -0.438
C  0.414  2.658  0.878
C  -1.383  -4.285  2.248
C  3.767  0.048  0.385
C  -0.304  -6.299  1.490
C  -0.086  -5.709  0.250
C  -0.616  4.167  -1.566
C  -3.192  2.104  1.873
C  2.963  3.536  -0.176
C  0.754  2.316  -0.589
C  -3.976  -0.902  -1.923
C  -2.025  2.763  1.519
C  -0.515  -4.415  0.012
C  -1.582  -2.267  0.695
C  4.705  3.473  -1.837
C  5.072  -0.137  0.753
C  3.053  -1.405  2.033
C  2.136  2.788  -1.005
C  -2.014  0.025  1.813
C  -0.958  -5.589  2.483
C  -2.304  3.785  -3.234
C  -1.602  4.654  -2.408
C  -2.710  -2.176  -0.316
C  -2.007  2.433  -3.220
H  -0.786  0.884  -2.385
H  -1.219  -1.689  2.763
H  1.943  1.842  -2.923
H  4.874  4.480  0.049
H  -2.194  -0.194  -0.988
H  -4.109  0.003  -2.502
H  -3.067  4.168  -3.898
H  5.698  3.748  -2.165
H  -2.530  1.756  -3.882
H  5.856  0.381  0.215
H  -5.726  -1.860  -2.716
H  0.348  3.738  0.996
H  7.269  -0.780  1.757
H  -3.488  -4.131  0.129
H  2.631  3.876  0.796
H  4.222  2.431  -3.652
H  4.512  -2.331  3.299
H  -5.405  -3.920  -1.391
H  -1.150  -6.049  3.443
H  -4.107  2.661  2.026
H  -2.911  -1.826  2.325
H  1.230  2.317  1.527
H  3.500  0.701  -0.435
H  -4.085  0.190  2.283
H  -0.359  -3.966  -0.962
H  -1.912  -3.768  3.037
H  -0.050  4.862  -0.955
H  0.408  -6.265  -0.535
H  -2.003  3.834  1.382
H  -1.813  5.715  -2.432
H  0.025  -7.313  1.675

Which formula does entry 1 have?
H26O13